(P)
# C4H10N2O2

The ion C4H10N2O2 with charge +1 (ωB97M-V/def2-TZVPD, the Open Molecules 2025 dataset).

XYZ file:
```
18
Properties=species:S:1:pos:R:3
O -1.235 0.167 1.549
C -0.422 -0.189 0.740
N -0.469 -1.380 0.060
C -0.065 -1.468 -1.322
O -1.070 -1.110 -2.234
C 0.912 0.614 0.630
C 0.932 1.785 1.621
N 1.075 1.207 -0.671
H -1.317 -1.895 0.279
H 0.844 -0.877 -1.504
H 0.185 -2.492 -1.582
H -1.447 -0.236 -2.078
H 1.784 -0.025 0.775
H 0.085 2.447 1.467
H 0.948 1.428 2.650
H 1.819 2.418 1.510
H 1.903 1.792 -0.857
H 0.254 1.572 -1.167
```

The HOMO-LUMO gap (alpha / beta) comes out at 10.62 / 5.74 eV. As for the lowest unoccupied orbital energy (alpha / beta): -3.9820 / -8.8414 eV. Its total charge is +1. Its multiplicity is 2.

(Q)
# C4H10N2O2

A cluster of 2 separate species, C4H10N2O2 in total (ωB97M-V/def2-TZVPD, the Open Molecules 2025 dataset).

XYZ file:
```
18
Properties=species:S:1:pos:R:3
C 0.922 2.637 -1.587
C 0.830 1.160 -1.905
O 1.760 0.397 -1.767
N -0.380 0.774 -2.410
H -0.127 3.092 -1.727
H 1.735 2.830 -2.262
H -0.499 -0.330 -2.604
H -1.229 1.231 -1.990
H 1.217 2.740 -0.569
C 0.210 -1.463 2.743
C -0.700 -1.128 1.587
O -1.182 0.015 1.221
N -1.259 -2.279 0.911
H 0.989 -1.971 2.303
H -0.279 -1.870 3.615
H -2.017 -2.199 0.288
H -0.691 -3.125 1.053
H 0.699 -0.510 3.100
```

The HOMO-LUMO gap (alpha / beta) comes out at 8.86 / 3.60 eV. As for the lowest unoccupied orbital energy (alpha / beta): -4.1286 / -9.3765 eV. Its total charge is +1. Its multiplicity is 2.

(R)
# C4H10N2O2

A cluster of 2 separate species, C4H10N2O2 in total (ωB97M-V/def2-TZVPD, the Open Molecules 2025 dataset).

XYZ file:
```
18
Properties=species:S:1:pos:R:3
C 0.927 0.691 1.882
O 0.267 0.233 2.910
C 0.078 0.689 0.459
C 0.180 -0.512 -0.304
C 0.114 -0.370 -1.778
N 0.209 -1.530 -2.511
O -0.082 0.717 -2.269
N -1.323 0.922 0.851
H 1.146 1.749 1.976
H 1.886 0.210 1.669
H -1.402 0.922 1.837
H 0.414 1.539 -0.132
H 0.478 -1.472 0.093
H -0.240 -3.110 2.043
H 0.551 -2.335 -2.004
H 0.654 -1.447 -3.417
H -1.975 0.240 0.458
H -0.377 -2.915 2.749
```

The HOMO-LUMO gap (alpha / beta) comes out at 7.06 / 6.63 eV. As for the lowest unoccupied orbital energy (alpha / beta): -8.1458 / -8.3548 eV. Its total charge is +1. Its multiplicity is 2.

Stability ranking, top and bottom: (P) is the most stable and (R) is the least stable.

(P)
# C3H10NO3

A cluster of 2 separate species, C3H10NO3 in total (ωB97M-V/def2-TZVPD, the Open Molecules 2025 dataset).

XYZ file:
```
17
Properties=species:S:1:pos:R:3
O 2.622 -0.477 -1.365
C 1.337 -0.606 -1.151
C 0.674 0.593 -0.484
N -0.715 0.157 -0.199
C -1.609 1.307 0.123
O 0.674 -1.526 -1.555
H 2.920 -1.132 -1.985
H 0.740 1.406 -1.203
H 1.145 0.891 0.443
H -1.044 -0.342 -1.031
H -0.713 -0.551 0.552
H -2.380 0.995 0.821
H -1.998 1.715 -0.799
H -1.081 2.089 0.668
H 0.088 -0.869 2.799
H -0.208 -2.276 2.207
O -0.451 -1.376 2.159
```

The HOMO-LUMO gap comes out at 12.21 eV. As for the lowest unoccupied orbital energy: -3.1479 eV. Its total charge is +1.

(Q)
# C3H10NO3

A cluster of 2 separate species, C3H10NO3 in total (ωB97M-V/def2-TZVPD, the Open Molecules 2025 dataset).

XYZ file:
```
17
Properties=species:S:1:pos:R:3
C -1.621 1.031 -0.026
C -0.268 0.338 -2.049
C 0.680 0.384 0.181
N -0.385 0.433 -0.559
O 0.663 0.799 1.433
O 1.865 -0.048 -0.266
O 1.343 -1.472 1.993
H -2.309 0.274 -0.107
H -1.411 1.218 1.030
H -1.696 1.945 -0.530
H -1.122 -0.356 -2.257
H -0.268 1.378 -2.303
H 0.655 -0.118 -2.192
H 1.678 -1.316 2.949
H 1.540 0.765 1.852
H 2.437 -0.423 0.385
H 0.669 -2.212 2.149
```

The HOMO-LUMO gap comes out at 11.89 eV. As for the lowest unoccupied orbital energy: -3.3864 eV. Its total charge is +1.

Stability ranking, top and bottom: (P) is the most stable and (Q) is the least stable.

(P)
# C6H13P

A cluster of 2 separate species, C6H13P in total (ωB97M-V/def2-TZVPD, the Open Molecules 2025 dataset).

XYZ file:
```
20
Properties=species:S:1:pos:R:3
C -3.303 -1.079 0.181
C 0.346 2.818 -0.179
C 0.066 -2.231 -0.219
C 0.330 1.452 0.665
C 0.603 0.210 -0.148
C -0.137 -0.977 0.520
P -3.908 0.229 -0.351
H -1.072 -0.503 0.391
H 1.336 2.784 -0.575
H 0.326 3.555 0.622
H -0.552 2.773 -0.890
H -0.544 -3.063 0.286
H 1.108 -2.535 -0.222
H 0.042 -2.397 -1.376
H -0.689 1.395 1.020
H 1.035 1.586 1.523
H 1.685 0.154 -0.419
H -0.040 0.349 -0.986
H 0.123 -1.039 1.585
H -2.663 -1.894 0.326
```

The HOMO-LUMO gap comes out at 10.41 eV. As for the lowest unoccupied orbital energy: 0.3624 eV.

(Q)
# C6H13P

A structure of composition C6H13P (ωB97M-V/def2-TZVPD, the Open Molecules 2025 dataset).

XYZ file:
```
20
Properties=species:S:1:pos:R:3
C 0.058 1.085 -0.596
C 1.927 1.217 0.007
C 0.696 -1.260 -0.150
C -0.392 -0.196 0.056
C -0.616 0.017 1.553
C -1.697 -0.673 -0.594
P 2.423 -0.537 0.064
H -0.424 1.989 -0.251
H 0.136 1.035 -1.675
H 2.462 1.825 -0.710
H 1.875 1.690 0.981
H 0.563 -2.080 0.560
H 0.636 -1.685 -1.154
H -0.973 -0.900 2.019
H -1.354 0.800 1.725
H 0.317 0.303 2.036
H -1.567 -0.812 -1.666
H -2.486 0.061 -0.436
H -2.015 -1.618 -0.158
H 2.752 -0.606 -1.295
```

The HOMO-LUMO gap comes out at 9.38 eV. As for the lowest unoccupied orbital energy: 0.8441 eV.

(R)
# C6H13P

A cluster of 3 separate species, C6H13P in total (ωB97M-V/def2-TZVPD, the Open Molecules 2025 dataset).

XYZ file:
```
20
Properties=species:S:1:pos:R:3
C -1.142 0.536 -0.078
C 2.724 1.513 0.920
C 3.190 0.318 0.594
C -0.593 0.177 -1.431
C -0.897 1.833 0.519
C -2.270 -3.619 -0.251
P -2.222 -0.435 0.697
H 2.368 2.355 0.374
H 2.590 1.720 1.933
H 3.551 -0.289 1.397
H 3.504 0.094 -0.491
H 0.291 0.628 -1.743
H -0.533 -0.842 -1.466
H -1.305 0.471 -2.152
H -1.704 2.166 1.176
H -0.940 2.439 -0.358
H 0.057 1.842 1.046
H -1.407 -4.082 -0.758
H -1.988 -3.133 0.650
H -3.274 -3.691 -0.576
```

The HOMO-LUMO gap (alpha / beta) comes out at 8.42 / 7.95 eV. As for the lowest unoccupied orbital energy (alpha / beta): -0.1872 / 0.3204 eV.

Stability ranking, top and bottom: (Q) is the most stable and (R) is the least stable.

(P)
# C5H11NO

The ion C5H11NO with charge +1 (ωB97M-V/def2-TZVPD, the Open Molecules 2025 dataset).

XYZ file:
```
18
Properties=species:S:1:pos:R:3
C 1.519 -0.069 0.525
C 2.892 -0.697 0.222
C 0.427 -0.975 0.044
N -0.786 -0.413 -0.491
C -1.387 0.929 -0.470
C -2.810 0.865 0.034
O 0.446 -2.170 0.016
H 1.480 0.915 0.058
H 1.402 0.050 1.609
H 3.030 -1.614 0.792
H 3.689 0.007 0.420
H 2.938 -1.043 -0.816
H -1.245 -1.143 -1.063
H -1.303 1.220 -1.527
H -0.698 1.501 0.152
H -3.380 1.700 -0.372
H -3.307 -0.048 -0.241
H -2.906 0.985 1.109
```

The HOMO-LUMO gap (alpha / beta) comes out at 12.74 / 7.40 eV. As for the lowest unoccupied orbital energy (alpha / beta): -3.4977 / -8.5800 eV. Its total charge is +1. Its multiplicity is 2.

(Q)
# C5H11NO

The ion C5H11NO with charge +1 (ωB97M-V/def2-TZVPD, the Open Molecules 2025 dataset).

XYZ file:
```
18
Properties=species:S:1:pos:R:3
C 0.333 2.201 0.567
N 0.721 0.829 0.799
C -0.088 -0.239 0.334
C -0.142 -0.257 -1.251
C -1.350 -1.029 -1.760
O -1.194 -2.085 -2.282
C 0.601 -1.542 0.895
H 1.254 2.840 0.436
H -0.040 2.723 1.456
H -0.530 2.201 -0.119
H 1.195 0.732 1.701
H -1.113 -0.350 0.693
H -0.115 0.818 -1.510
H 0.806 -0.643 -1.678
H -2.289 -0.512 -1.482
H -0.103 -2.351 0.616
H 1.642 -1.698 0.618
H 0.412 -1.637 1.967
```

The HOMO-LUMO gap (alpha / beta) comes out at 10.79 / 5.72 eV. As for the lowest unoccupied orbital energy (alpha / beta): -3.2576 / -8.2396 eV. Its total charge is +1. Its multiplicity is 2.

(R)
# C5H11NO

A cluster of 2 separate species, C5H11NO in total (ωB97M-V/def2-TZVPD, the Open Molecules 2025 dataset).

XYZ file:
```
18
Properties=species:S:1:pos:R:3
C -0.595 -0.642 -1.436
C -1.567 -1.522 -0.690
N -2.584 -2.240 -1.364
O -1.456 -1.588 0.516
H -0.865 -0.405 -2.458
H 0.392 -1.080 -1.316
H -0.621 0.277 -0.850
H -2.377 -3.226 -1.441
H -3.439 -2.130 -0.833
C 0.879 2.316 0.781
C 1.747 1.428 1.558
C 2.038 0.121 1.207
H 1.359 3.266 0.528
H 0.610 1.860 -0.169
H -0.042 2.547 1.328
H 2.200 1.822 2.463
H 2.667 -0.455 1.863
H 1.653 -0.352 0.315
```

The HOMO-LUMO gap (alpha / beta) comes out at 7.67 / 3.47 eV. As for the lowest unoccupied orbital energy (alpha / beta): -5.2007 / -9.2810 eV. Its total charge is +1. Its multiplicity is 2.

Stability ranking, top and bottom: (P) is the most stable and (R) is the least stable.

(P)
# C5H11NO

The ion C5H11NO with charge +1 (ωB97M-V/def2-TZVPD, the Open Molecules 2025 dataset).

XYZ file:
```
18
Properties=species:S:1:pos:R:3
O 1.676 0.231 -1.720
C 0.767 -0.391 -2.181
C -0.681 -0.237 -1.899
C -1.040 0.237 -0.459
C -0.060 -0.250 0.647
C -0.532 0.413 1.944
N 0.190 -0.092 3.127
H 0.981 -1.117 -3.001
H -1.275 -1.144 -2.014
H -0.879 0.499 -2.692
H -1.152 1.329 -0.504
H -2.047 -0.024 -0.150
H -0.271 -1.322 0.709
H 0.994 -0.101 0.416
H -0.336 1.492 1.905
H -1.627 0.372 2.025
H -0.289 -0.961 3.334
H 0.042 0.534 3.911
```

The HOMO-LUMO gap (alpha / beta) comes out at 7.11 / 3.01 eV. As for the lowest unoccupied orbital energy (alpha / beta): -5.7352 / -9.7298 eV. Its total charge is +1. Its multiplicity is 2.

(Q)
# C5H11NO

A cluster of 2 separate species, C5H11NO in total (ωB97M-V/def2-TZVPD, the Open Molecules 2025 dataset).

XYZ file:
```
18
Properties=species:S:1:pos:R:3
C -0.010 1.793 0.771
N 2.019 -0.461 -0.398
C 0.580 -0.603 0.079
C -0.228 0.402 0.397
C -1.664 0.140 0.348
C -2.535 0.009 1.419
H 0.954 2.187 0.901
H -0.618 2.127 1.672
H -0.265 2.556 0.019
H 2.265 0.483 -0.738
H 2.737 -0.973 0.138
H 0.322 -1.631 -0.133
H -2.067 -0.177 -0.661
H -2.081 -0.076 2.431
H -3.573 -0.057 1.362
H 1.718 -1.301 -2.150
H 0.793 -2.353 -2.697
O 1.652 -2.063 -2.760
```

The HOMO-LUMO gap (alpha / beta) comes out at 10.19 / 6.22 eV. As for the lowest unoccupied orbital energy (alpha / beta): -4.4228 / -8.3254 eV. Its total charge is +1. Its multiplicity is 2.

Stability ranking, top and bottom: (P) is the most stable and (Q) is the least stable.

(P)
# C3H12NOS2

A cluster of 3 separate species, C3H12NOS2 in total (ωB97M-V/def2-TZVPD, the Open Molecules 2025 dataset).

XYZ file:
```
19
Properties=species:S:1:pos:R:3
N -1.164 1.783 0.797
C -2.044 0.661 0.489
C -3.211 0.557 1.484
C -1.269 -0.649 0.544
S 0.201 -0.648 -0.402
S 4.580 0.023 0.270
H -1.608 2.660 0.601
H 3.634 -0.575 -0.440
H -0.377 1.737 0.162
H -2.460 0.735 -0.520
H -2.844 0.254 2.466
H -3.698 1.525 1.563
H -3.919 -0.196 1.139
H -1.029 -1.004 1.571
H -1.812 -1.564 0.187
H 5.521 -0.635 -0.379
H -1.292 -0.732 -2.386
H -2.398 -1.391 -3.248
O -2.240 -0.851 -2.466
```

The HOMO-LUMO gap comes out at 3.10 eV. As for the lowest unoccupied orbital energy: -9.5323 eV. Its total charge is +1.

(Q)
# C3H12NOS2

A cluster of 2 separate species, C3H12NOS2 in total (ωB97M-V/def2-TZVPD, the Open Molecules 2025 dataset).

XYZ file:
```
19
Properties=species:S:1:pos:R:3
N 0.702 -0.888 -0.024
C 0.075 0.404 -0.557
C 0.457 0.592 -1.974
C 0.481 1.594 0.348
S -0.240 1.933 1.962
S -0.470 0.028 2.732
H 0.698 -0.750 1.000
H -0.040 -1.623 -0.069
H 1.557 -1.145 -0.496
H -0.991 0.236 -0.381
H -0.216 0.229 -2.770
H 0.510 1.618 -2.338
H 1.335 0.014 -2.283
H 1.563 1.602 0.500
H 0.330 2.500 -0.262
H 0.606 -0.131 3.523
H -2.107 -1.853 1.141
H -2.371 -2.510 -0.260
O -1.880 -1.849 0.210
```

The HOMO-LUMO gap comes out at 9.94 eV. As for the lowest unoccupied orbital energy: -3.1743 eV. Its total charge is +1.

Stability ranking, top and bottom: (Q) is the most stable and (P) is the least stable.